# 1
Computed, not measured: 21 unconnected molecules or ions with the total composition C30H60Cl40O3 at a distorted geometry, with ωB97M-V/def2-TZVPD.

Structure (XYZ):
```
133
C30H60Cl40O3, DFT ωB97M-V/def2-TZVPD
Cl 4.52 2.45 3.00
H -4.83 -8.77 6.98
C 1.26 8.55 -6.72
C -4.35 -9.74 6.94
C -3.66 -1.80 2.03
H 5.65 2.53 5.08
H -10.03 1.41 4.87
Cl -0.20 -7.67 6.52
Cl 1.73 9.16 -5.13
H 4.50 -1.10 -4.57
H -8.41 -2.48 1.56
Cl -12.31 -6.86 4.87
C -8.56 -2.35 2.62
Cl 7.99 -0.31 -2.29
H -4.57 1.67 4.08
H 4.50 2.51 -1.59
C -1.94 -6.87 -2.90
C 3.48 3.43 0.67
Cl -3.25 -7.44 -3.94
H 0.93 9.38 -7.33
C -1.13 -12.05 4.06
Cl -0.64 -6.59 0.57
Cl 3.39 2.33 5.71
H -3.17 2.85 -1.31
H 2.11 8.06 -7.17
C 6.40 -0.64 -1.58
C 3.87 -1.60 -5.29
Cl -9.28 -0.76 2.90
O 3.58 0.72 -1.85
H 1.44 5.27 -2.96
H -1.60 -11.19 3.59
Cl 3.44 -0.45 -6.56
H 6.56 9.15 -1.95
C -1.76 1.43 -0.46
Cl -1.65 -3.67 -0.57
Cl 4.24 9.19 -1.60
H 2.70 4.00 1.14
Cl -3.76 2.61 2.09
H 0.60 -3.27 -1.12
C -0.19 -3.87 -1.55
H 5.68 0.04 -2.00
H -5.04 -10.53 7.20
H 4.47 3.88 0.66
Cl 3.17 4.11 -10.45
Cl 6.43 -0.45 0.17
C -1.12 0.13 -0.99
H -3.86 1.27 -1.02
C 2.52 2.95 -2.19
H 0.64 -9.58 7.59
H -1.15 4.92 2.29
Cl 2.03 1.77 -9.12
Cl 2.47 -8.11 7.65
H 0.75 -8.28 1.44
Cl -2.23 1.59 4.37
H -2.37 -6.23 -2.13
C -0.18 -7.82 1.75
C -3.75 2.34 3.83
Cl -0.45 -3.36 -3.22
Cl -3.76 -10.00 5.30
H 6.06 7.05 -6.69
H -3.20 -2.64 1.53
O 3.09 4.24 -2.31
H -1.86 -0.38 -1.59
Cl 5.69 8.92 -4.13
Cl -4.82 -2.41 3.22
Cl 0.72 3.95 3.33
H -1.21 3.14 2.26
H -1.24 -6.31 -3.50
Cl 0.05 4.03 0.48
H 1.61 3.06 -1.60
H -1.07 2.27 -0.44
Cl 7.27 11.19 -0.12
H -7.61 -2.39 3.14
Cl -1.09 -8.20 -2.11
H -0.05 -7.34 2.72
Cl -9.86 -7.43 6.37
H 2.34 2.58 -3.20
H -2.78 1.51 -2.39
H 4.29 2.31 -9.43
H 0.01 1.31 -2.45
H -0.23 -12.33 3.53
H 7.27 10.60 2.15
H 3.01 5.86 -3.54
H -11.19 -5.50 6.42
C 3.27 2.22 0.07
H 4.40 -2.43 -5.75
Cl 4.73 8.83 -7.45
Cl 6.75 8.57 1.09
O 1.33 0.21 -1.27
Cl -0.70 -11.59 5.71
Cl -9.59 -3.66 3.22
H 3.51 3.37 -8.23
H 2.02 0.52 -3.21
H 0.08 -4.92 -1.55
C 4.79 1.98 4.69
C -10.87 -6.18 5.64
C 3.40 2.88 -9.19
Cl 3.98 6.01 -7.06
C 5.72 8.62 -2.38
Cl 2.46 -2.25 -4.45
H 5.67 6.92 -8.42
C 5.29 7.15 -7.44
H 0.01 -0.42 -2.70
C -0.58 4.01 2.13
Cl -0.06 7.38 -6.62
C 2.43 4.98 -3.31
Cl -10.91 3.33 5.90
C 7.60 10.11 1.24
H 6.12 -1.67 -1.82
H 2.61 -0.90 -2.40
Cl -4.43 -0.77 0.83
C 0.75 -8.51 7.74
H 5.81 7.55 -2.20
Cl -2.26 -13.41 4.02
H 8.66 9.92 1.28
H -2.91 -1.22 2.56
Cl -1.42 -9.07 1.91
H 4.99 0.91 4.73
H 2.35 4.41 -4.24
H -3.86 3.29 4.34
C -9.95 2.47 4.69
C -2.96 1.78 -1.35
H -10.33 2.72 3.71
H -2.15 1.24 0.54
C 3.50 2.08 -1.40
H 2.99 1.34 0.63
H -10.29 -5.66 4.89
H 0.38 -8.23 8.72
C 0.07 0.35 -1.93
H -0.80 -0.52 -0.18
C 2.37 0.15 -2.24
Cl -8.24 2.94 4.77
Cl -3.01 -9.75 8.10
```

Properties
LUMO energy   0.0021 Eh
2S+1   1
DFT total energy   -19812.2388 Ha
Charge   0

These are the Löwdin partial charges, in e, on atoms 1 to 5: number 1, Cl, carries 0.609; number 2, H, carries 0.025; number 3, C, carries -1.054; number 4, C, carries -1.001; number 5, C, carries -1.004

# 2
Computed, not measured: 7 unconnected molecules or ions with the total composition C30H60FN7O13 at a distorted geometry, with ωB97M-V/def2-TZVPD.

Structure (XYZ):
```
111
C30H60FN7O13, DFT ωB97M-V/def2-TZVPD
N -2.62 3.97 0.08
C -0.76 -4.84 0.44
H -5.13 -1.99 3.82
H -2.93 5.51 -2.18
C 0.53 -9.12 -3.16
H 0.49 3.64 4.93
H -5.08 -0.41 0.78
H -4.50 5.43 -1.31
H 1.41 1.23 -1.23
H 4.81 0.05 -3.89
N -4.49 -0.06 3.45
C -0.35 7.77 2.78
O 3.17 -0.59 -0.43
O -0.14 -3.50 3.61
H 4.04 -3.95 0.55
N 1.70 -9.43 -3.78
H 3.05 -0.04 -3.72
F -1.15 -6.15 0.98
C -5.57 -1.01 3.62
H 2.66 2.30 2.65
H -1.98 8.19 4.07
H -6.17 -0.70 4.47
C 1.96 1.59 2.21
H 1.00 -0.01 -2.59
C -5.10 0.61 1.17
H 1.69 -9.25 -4.77
H 1.51 9.98 1.38
O 0.21 -4.42 1.44
H 2.33 1.28 1.23
C 3.63 -1.67 0.42
C -0.63 0.38 -0.96
H 0.87 10.16 3.04
H -2.56 0.21 -2.07
C 4.21 -3.06 -0.16
H -1.22 -0.71 -2.91
H 3.73 -9.27 -3.38
C 0.44 2.62 4.54
H -2.30 3.13 0.57
H -0.86 1.50 -1.19
O -1.99 -3.72 2.05
C -0.62 -3.84 2.50
C -4.21 0.72 2.37
C -2.21 -1.83 -1.24
H -0.55 -9.06 -1.32
H -2.06 -2.69 -2.01
C -0.24 -5.23 -1.02
C 1.43 9.51 2.37
H 1.25 7.54 1.60
C 0.61 2.23 2.05
H 2.81 -10.13 -2.12
H -3.37 -1.76 -1.12
C -1.59 -2.31 0.15
N -0.02 2.67 3.17
N 0.83 -4.67 -2.92
H 6.11 1.68 -2.82
H 6.87 2.78 -3.99
H 3.76 -3.30 -1.19
H 0.46 -6.16 -1.01
H -2.73 6.08 0.08
C 1.74 -0.90 -0.62
H -0.74 0.27 0.17
H -1.27 5.36 0.80
H -3.85 0.07 4.22
C 3.93 0.57 -3.51
H 0.58 -10.41 -1.45
H -2.03 -1.63 0.97
H 5.34 -2.92 -0.26
H -6.13 0.88 1.44
H 1.42 2.15 4.63
O 1.09 -3.77 -3.67
C 3.79 1.91 -4.19
O -3.40 2.54 -1.45
C -2.02 -3.83 0.58
H -0.29 2.05 5.13
C 2.91 -9.97 -3.19
N 4.81 2.81 -4.04
O -0.74 6.63 2.53
O -3.25 1.48 2.40
C 0.92 0.21 -1.46
C -3.25 3.70 -1.09
C -1.65 -0.47 -1.86
H -1.17 -5.42 -1.67
H 3.13 -10.92 -3.68
O 2.81 2.20 -4.86
H -0.46 8.96 4.55
H -2.82 5.28 1.67
H 4.01 0.71 -2.43
C -2.35 5.25 0.68
H 1.71 -1.87 -1.25
C -1.09 8.70 3.70
H -2.94 -4.29 0.09
H -0.45 -2.27 0.23
N 0.81 8.22 2.21
C 6.04 2.65 -3.30
O -0.40 -8.67 -3.80
H -4.24 4.50 -2.80
H -6.20 -1.07 2.73
C -3.76 4.87 -1.89
H -4.75 1.28 0.39
H 4.64 3.68 -4.53
H -1.40 9.59 3.15
H 1.88 0.70 2.84
H 1.18 -8.75 -1.15
O 3.55 -1.59 1.69
H -0.93 3.09 2.99
H 1.32 -1.09 0.44
O 0.07 2.36 0.96
H 6.08 3.43 -2.54
H 2.44 9.36 2.77
C 0.44 -9.35 -1.67
O 0.51 -4.16 -1.69
```

Properties
SMILES   CC(=O)OCCCCCC[C@@H]1OC(=O)O[C@]1(F)CON=O.CNC(C)=O.CNC(C)=O.CNC(C)=O.CNC(C)=O.CNC(C)=O.CNC(C)=O
LUMO energy   -0.0072 Eh
2S+1   1
DFT total energy   -2640.2411 Ha
Charge   0

These are the Löwdin partial charges, in e, on atoms 1 to 5: number 1, N, carries 0.027; number 2, C, carries -0.295; number 3, H, carries 0.082; number 4, H, carries 0.083; number 5, C, carries -0.559